# 1
The following is a DFT calculation (ωB97M-V with the def2-TZVPD basis set) of a molecular structure, C42H66AsNP2RhSSi3.

E = -163004.6604 eV
Expectation value of S² = 6.02
Spin multiplicity = 5
Total charge = +1

Last column: Löwdin spin population.
Cartesian coordinates (Å):
1 Rh -0.65 0.52 -0.20  2.05
2 C 3.83 -4.51 3.57  0.00
3 S 3.40 -5.39 2.06  0.00
4 C 1.61 -5.57 2.25  0.00
5 C 0.79 -4.53 1.48  0.00
6 C 1.06 -3.11 1.95  0.00
7 N 0.36 -2.10 1.15  0.02
8 P -0.98 -1.18 1.65  0.11
9 C -2.05 -2.35 2.49  0.02
10 C -2.11 -2.46 3.88  0.01
11 C -2.94 -3.41 4.46  0.00
12 C -3.70 -4.25 3.67  0.01
13 C -3.64 -4.15 2.28  0.00
14 C -2.82 -3.19 1.70  0.01
15 C -0.42 0.00 2.92  0.02
16 C -1.34 0.94 3.39  0.02
17 C -0.95 1.93 4.27  0.00
18 C 0.38 2.02 4.68  0.01
19 C 1.30 1.10 4.21  0.00
20 C 0.91 0.09 3.35  0.02
21 P 0.88 -1.37 -0.29  0.11
22 C 2.67 -1.65 -0.31  0.02
23 C 3.25 -2.65 -1.08  0.01
24 C 4.62 -2.86 -1.03  0.00
25 C 5.41 -2.08 -0.21  0.01
26 C 4.84 -1.07 0.56  0.00
27 C 3.47 -0.85 0.50  0.01
28 C 0.22 -2.31 -1.69  0.02
29 C 0.53 -1.85 -2.97  0.01
30 C -0.06 -2.42 -4.09  0.00
31 C -0.97 -3.46 -3.93  0.01
32 C -1.29 -3.91 -2.66  0.00
33 C -0.70 -3.34 -1.54  0.01
34 H 4.91 -4.39 3.57  0.00
35 H 3.55 -5.08 4.45  0.00
36 H 3.38 -3.52 3.62  0.00
37 H 1.37 -5.55 3.32  0.00
38 H 1.35 -6.57 1.90  0.00
39 H -0.27 -4.75 1.58  0.00
40 H 1.04 -4.61 0.42  0.00
41 H 2.13 -2.91 1.90  0.00
42 H 0.76 -2.99 2.99  0.00
43 H -1.52 -1.79 4.50  0.00
44 H -2.99 -3.49 5.54  0.00
45 H -4.34 -4.99 4.12  0.00
46 H -4.23 -4.80 1.66  0.00
47 H -2.77 -3.10 0.62  0.00
48 H -2.38 0.89 3.07  0.00
49 H -1.67 2.65 4.64  0.00
50 H 0.69 2.80 5.36  0.00
51 H 2.34 1.16 4.53  0.00
52 H 1.63 -0.65 3.01  0.00
53 H 2.63 -3.27 -1.72  0.00
54 H 5.06 -3.64 -1.63  0.00
55 H 6.48 -2.25 -0.17  0.00
56 H 5.46 -0.45 1.20  0.00
57 H 3.03 -0.06 1.09  0.00
58 H 1.23 -1.03 -3.10  0.00
59 H 0.19 -2.06 -5.07  0.00
60 H -1.43 -3.91 -4.80  0.00
61 H -2.01 -4.71 -2.53  0.00
62 H -0.98 -3.67 -0.55  0.00
63 C -4.37 -1.38 -1.66  0.04
64 C -3.83 -0.05 -1.10  0.14
65 C -4.52 1.10 -1.84  0.05
66 C -4.18 0.04 0.39  0.01
67 C -2.35 -0.01 -1.35  0.98
68 H -5.45 -1.45 -1.53  0.01
69 H -3.91 -2.23 -1.16  0.00
70 H -4.15 -1.46 -2.73  0.00
71 H -5.60 1.03 -1.74  0.01
72 H -4.28 1.07 -2.91  0.00
73 H -4.20 2.07 -1.45  0.00
74 H -5.27 0.02 0.52  0.00
75 H -3.81 0.97 0.82  0.00
76 H -3.77 -0.79 0.95  0.00
77 H -2.00 -0.14 -2.38  0.08
78 C 0.06 1.50 -4.46  0.00
79 Si -0.23 3.12 -3.55  0.01
80 C 0.86 4.47 -4.24  0.00
81 C -2.03 3.60 -3.65  0.00
82 As 0.30 2.73 -1.29  0.08
83 Si -0.74 4.42 0.00  0.02
84 C -0.61 6.12 -0.77  0.01
85 C -2.54 3.90 0.14  0.01
86 C 0.02 4.41 1.71  0.00
87 Si 2.63 3.04 -1.05  0.02
88 C 3.25 4.70 -1.64  0.01
89 C 2.97 2.86 0.79  0.00
90 C 3.46 1.69 -2.04  0.00
91 H -0.12 1.63 -5.53  0.00
92 H -0.62 0.73 -4.09  0.00
93 H 1.08 1.15 -4.33  0.00
94 H 0.51 4.73 -5.24  0.00
95 H 1.90 4.15 -4.33  0.00
96 H 0.84 5.38 -3.63  0.00
97 H -2.29 3.77 -4.70  0.00
98 H -2.24 4.53 -3.12  0.00
99 H -2.68 2.82 -3.26  0.00
100 H -1.17 6.19 -1.70  0.00
101 H 0.43 6.39 -0.99  0.00
102 H -1.00 6.86 -0.08  0.00
103 H -3.08 3.94 -0.81  0.00
104 H -3.05 4.56 0.84  0.00
105 H -2.62 2.88 0.52  0.01
106 H 0.94 4.99 1.74  0.00
107 H 0.25 3.41 2.08  0.00
108 H -0.68 4.86 2.40  0.00
109 H 2.57 5.53 -1.45  0.00
110 H 3.48 4.69 -2.71  0.00
111 H 4.18 4.92 -1.11  0.00
112 H 2.83 3.82 1.30  0.00
113 H 4.01 2.56 0.94  0.00
114 H 2.32 2.13 1.27  0.00
115 H 3.24 1.78 -3.10  0.00
116 H 3.17 0.69 -1.72  0.00
117 H 4.55 1.76 -1.93  0.00

---

# 2
The following is a DFT calculation (ωB97M-V with the def2-TZVPD basis set) of a molecular structure, C42H67CaN2O3PSSi.

Energy above the lowest of the compared OMol25 structures with the same formula, charge and spin = 0.000 eV
E = -100213.5866 eV
Total charge = -2

Last column: Mulliken charge in e.
Cartesian coordinates (Å):
1 Ca -0.94 -0.96 0.75  1.26
2 C 3.16 0.15 4.61  -1.48
3 C 2.55 0.22 3.21  0.62
4 C 3.10 1.40 2.40  -1.51
5 P 0.69 0.18 3.03  0.72
6 C 0.16 -0.87 4.47  0.32
7 C -1.36 -0.83 4.61  -1.51
8 C 0.62 -2.32 4.26  -1.52
9 C 0.06 1.83 3.47  0.31
10 C 0.59 2.66 4.45  0.30
11 C 0.15 3.96 4.65  0.37
12 C 0.72 4.84 5.74  -1.67
13 C -0.85 4.44 3.80  -0.86
14 C -1.42 3.64 2.83  -0.79
15 C -1.03 2.28 2.65  -1.30
16 N -1.58 1.45 1.75  1.90
17 C -2.73 1.81 1.03  -1.18
18 C -2.68 1.93 -0.37  1.28
19 C -1.37 1.83 -1.12  -1.74
20 C -3.85 2.17 -1.09  -0.95
21 C -5.08 2.31 -0.47  0.88
22 C -6.35 2.50 -1.26  -1.68
23 C -5.12 2.21 0.92  -1.02
24 C -3.98 1.95 1.67  1.74
25 C -4.09 1.74 3.15  -1.43
26 H 4.25 0.14 4.52  0.50
27 H 2.86 -0.76 5.14  0.33
28 H 2.89 1.00 5.22  0.13
29 H 2.84 -0.69 2.67  0.43
30 H 2.87 2.35 2.89  0.25
31 H 2.65 1.42 1.40  0.28
32 H 4.18 1.31 2.28  0.47
33 H 0.61 -0.45 5.37  0.59
34 H -1.84 -1.23 3.71  0.05
35 H -1.72 0.19 4.77  0.24
36 H -1.68 -1.44 5.46  0.66
37 H 0.11 -2.75 3.39  0.17
38 H 0.36 -2.93 5.13  0.46
39 H 1.70 -2.39 4.10  0.31
40 H 1.39 2.29 5.09  0.01
41 H 1.54 4.33 6.26  0.33
42 H -0.04 5.09 6.49  0.32
43 H 1.11 5.78 5.34  0.34
44 H -1.19 5.47 3.90  0.30
45 H -2.18 4.05 2.17  0.42
46 H -0.53 1.74 -0.44  0.23
47 H -1.21 2.71 -1.74  0.46
48 H -1.35 0.97 -1.80  0.09
49 H -3.79 2.25 -2.17  0.35
50 H -6.13 2.68 -2.31  0.35
51 H -6.93 3.35 -0.88  0.35
52 H -6.99 1.62 -1.20  0.30
53 H -6.08 2.29 1.43  0.29
54 H -5.14 1.69 3.45  0.46
55 H -3.60 2.53 3.72  0.28
56 H -3.61 0.80 3.43  0.03
57 C 2.16 -4.11 -4.02  -1.88
58 C 3.00 -2.88 -3.69  1.76
59 C 4.09 -2.70 -4.74  -1.53
60 C 3.62 -3.05 -2.30  -1.48
61 O 2.12 -1.77 -3.77  0.20
62 Si 2.09 -0.34 -2.91  -2.00
63 S 1.65 -0.37 -0.93  -0.17
64 O 3.61 0.27 -3.28  0.27
65 C 4.30 1.40 -2.76  1.81
66 C 5.00 1.02 -1.46  -1.53
67 C 3.35 2.58 -2.53  -1.18
68 C 5.34 1.77 -3.81  -1.91
69 O 0.96 0.56 -3.72  0.70
70 C 0.62 0.66 -5.10  1.80
71 C -0.17 1.96 -5.23  -1.62
72 C -0.25 -0.52 -5.51  -1.44
73 C 1.87 0.72 -5.98  -1.27
74 H 2.77 -5.01 -4.01  0.41
75 H 1.70 -4.00 -5.00  0.35
76 H 1.36 -4.22 -3.28  0.42
77 H 4.79 -3.54 -4.73  0.50
78 H 4.64 -1.77 -4.53  0.07
79 H 3.65 -2.62 -5.73  0.31
80 H 4.23 -3.96 -2.28  0.54
81 H 2.85 -3.10 -1.54  0.31
82 H 4.26 -2.19 -2.07  0.16
83 H 4.26 0.73 -0.71  0.10
84 H 5.58 1.87 -1.08  0.49
85 H 5.67 0.18 -1.63  0.30
86 H 2.63 2.33 -1.75  0.08
87 H 2.80 2.80 -3.45  0.14
88 H 3.92 3.46 -2.23  0.57
89 H 5.98 0.91 -4.03  0.34
90 H 5.96 2.60 -3.46  0.40
91 H 4.84 2.07 -4.74  0.36
92 H -1.02 1.94 -4.55  0.15
93 H -0.53 2.09 -6.26  0.42
94 H 0.46 2.81 -4.97  0.38
95 H -1.15 -0.55 -4.88  0.30
96 H 0.30 -1.45 -5.36  0.06
97 H -0.55 -0.43 -6.55  0.46
98 H 2.52 1.53 -5.65  0.13
99 H 1.59 0.89 -7.02  0.57
100 H 2.43 -0.21 -5.90  0.07
101 C -1.59 -5.65 2.01  -1.27
102 C -2.87 -4.97 1.65  1.06
103 C -4.07 -5.65 1.66  -0.66
104 C -5.29 -5.04 1.32  -0.73
105 C -5.25 -3.70 0.95  -0.57
106 C -4.07 -2.97 0.93  0.31
107 C -4.05 -1.53 0.52  -0.06
108 C -2.80 -3.55 1.30  -0.19
109 N -1.67 -2.86 1.34  -1.06
110 H -1.74 -6.73 2.14  0.39
111 H -1.17 -5.24 2.94  0.09
112 H -0.83 -5.47 1.24  0.23
113 H -4.07 -6.71 1.94  0.24
114 H -6.22 -5.59 1.34  0.32
115 H -6.17 -3.20 0.67  0.28
116 H -5.06 -1.16 0.30  0.36
117 H -3.44 -1.37 -0.38  0.03
118 H -3.63 -0.90 1.31  -0.50

---

# 3
The following is a DFT calculation (ωB97M-V with the def2-TZVPD basis set) of a molecular structure, C42H67ClN2O2Si4TaTe.

Energy above the lowest of the compared OMol25 structures with the same formula, charge and spin = 0.000 eV
E = -104596.4214 eV
Total charge = +1

Last column: Mulliken charge in e.
Cartesian coordinates (Å):
1 Ta -1.25 0.00 -0.03  1.75
2 C -4.09 -0.92 3.81  -1.54
3 C -4.16 0.32 2.92  1.46
4 C -5.56 0.94 2.98  -1.73
5 C -3.10 1.34 3.31  1.94
6 C -3.09 1.81 4.62  -0.75
7 C -2.16 2.73 5.05  -1.75
8 C -1.22 3.22 4.17  -0.93
9 C -1.19 2.80 2.84  0.73
10 C -0.19 3.45 1.91  2.86
11 C -0.58 4.91 1.69  -1.62
12 C 1.24 3.34 2.44  -1.87
13 C -2.14 1.86 2.42  -1.40
14 N -2.11 1.40 1.05  2.04
15 C -3.20 1.47 0.21  -0.80
16 C -3.01 1.31 -1.15  -0.67
17 N -1.72 1.07 -1.60  1.83
18 C -1.30 1.45 -2.93  -1.24
19 C -1.46 0.56 -4.01  0.59
20 C -1.05 0.98 -5.27  -0.73
21 C -0.50 2.24 -5.46  -1.70
22 C -0.36 3.10 -4.39  -0.61
23 C -0.76 2.73 -3.11  0.59
24 C -0.57 3.71 -1.97  2.42
25 C 0.93 3.85 -1.68  -1.27
26 C -1.21 5.06 -2.28  -1.84
27 C -2.00 -0.85 -3.83  1.55
28 C -2.94 -1.28 -4.95  -1.93
29 C -0.82 -1.82 -3.70  -1.39
30 H -4.83 -1.65 3.48  0.43
31 H -4.29 -0.69 4.85  0.41
32 H -3.10 -1.38 3.75  0.20
33 H -3.97 -0.02 1.91  -0.58
34 H -5.82 1.23 4.00  0.40
35 H -6.31 0.22 2.64  0.41
36 H -5.64 1.84 2.36  0.39
37 H -3.83 1.43 5.31  0.38
38 H -2.18 3.08 6.08  0.39
39 H -0.50 3.95 4.50  0.39
40 H -0.22 2.93 0.95  -1.28
41 H -0.62 5.45 2.64  0.45
42 H -1.57 4.98 1.23  0.33
43 H 0.14 5.42 1.05  0.40
44 H 1.37 3.90 3.37  0.34
45 H 1.94 3.75 1.71  0.43
46 H 1.52 2.30 2.64  0.34
47 H -4.20 1.56 0.61  0.15
48 H -3.84 1.28 -1.84  0.50
49 H -1.16 0.31 -6.11  0.32
50 H -0.19 2.54 -6.45  0.40
51 H 0.06 4.08 -4.55  0.39
52 H -1.05 3.30 -1.08  -1.15
53 H 1.46 4.20 -2.56  0.46
54 H 1.36 2.90 -1.37  0.13
55 H 1.10 4.58 -0.88  0.33
56 H -0.72 5.55 -3.12  0.33
57 H -1.13 5.72 -1.42  0.43
58 H -2.27 4.95 -2.52  0.42
59 H -2.56 -0.88 -2.90  -0.02
60 H -2.41 -1.41 -5.89  0.37
61 H -3.74 -0.56 -5.10  0.41
62 H -3.38 -2.25 -4.70  0.45
63 H -0.24 -1.83 -4.62  0.49
64 H -1.18 -2.83 -3.50  0.48
65 H -0.15 -1.54 -2.88  -0.07
66 C 4.90 1.83 1.10  -0.81
67 Si 4.67 0.12 1.83  0.62
68 C 3.63 0.19 3.38  -0.93
69 C 6.32 -0.70 2.17  -1.10
70 Si 3.60 -1.23 0.21  -0.06
71 Te 1.28 -0.08 0.14  -2.08
72 Si 3.00 -3.41 0.88  0.60
73 C 2.48 -3.35 2.67  -0.96
74 C 1.59 -4.04 -0.18  -0.50
75 C 4.53 -4.47 0.65  -1.09
76 Si 4.30 -0.97 -2.02  0.42
77 C 3.93 0.76 -2.62  -0.71
78 C 6.15 -1.29 -2.02  -1.04
79 C 3.40 -2.22 -3.07  -0.55
80 H 5.34 2.49 1.85  0.41
81 H 3.95 2.26 0.78  0.06
82 H 5.57 1.80 0.24  0.34
83 H 3.86 1.10 3.95  0.42
84 H 3.83 -0.67 4.03  0.36
85 H 2.55 0.20 3.18  0.15
86 H 6.89 -0.11 2.88  0.40
87 H 6.92 -0.80 1.26  0.30
88 H 6.18 -1.70 2.60  0.30
89 H 1.63 -2.67 2.82  0.23
90 H 3.29 -3.01 3.32  0.25
91 H 2.18 -4.34 3.02  0.40
92 H 0.71 -3.41 -0.08  -0.28
93 H 1.32 -5.05 0.13  0.47
94 H 1.86 -4.08 -1.24  0.28
95 H 5.37 -4.09 1.23  0.31
96 H 4.82 -4.52 -0.40  0.29
97 H 4.33 -5.49 0.99  0.39
98 H 4.34 1.53 -1.96  0.25
99 H 2.86 0.93 -2.72  0.02
100 H 4.38 0.90 -3.61  0.46
101 H 6.68 -0.54 -1.42  0.27
102 H 6.53 -1.24 -3.04  0.40
103 H 6.39 -2.28 -1.62  0.32
104 H 2.31 -2.11 -2.99  -0.22
105 H 3.65 -3.25 -2.80  0.32
106 H 3.66 -2.08 -4.13  0.42
107 Cl -5.75 -7.14 0.71  -0.18
108 C -4.82 -5.70 0.57  0.47
109 C -4.49 -5.22 -0.69  -0.91
110 C -3.75 -4.07 -0.80  -0.29
111 C -3.33 -3.40 0.35  0.04
112 C -3.67 -3.89 1.62  -0.29
113 C -4.41 -5.05 1.73  -1.00
114 C -2.55 -2.18 0.24  0.63
115 O -2.15 -1.73 -0.89  -0.27
116 O -2.19 -1.48 1.25  -1.00
117 H -4.83 -5.76 -1.57  0.45
118 H -3.48 -3.67 -1.77  0.54
119 H -3.34 -3.35 2.50  0.56
120 H -4.68 -5.45 2.69  0.44

---

# 4
The following is a DFT calculation (ωB97M-V with the def2-TZVPD basis set) of 16 unconnected molecules or ions with the total composition C42H69N17O3P in a non-equilibrium geometry.

E = -85429.5497 eV
Total charge = -1

Last column: Mulliken charge in e.
Cartesian coordinates (Å):
1 C -3.74 -0.42 0.83  -0.72
2 C -3.46 -0.56 -0.77  -0.32
3 P -3.64 1.14 -1.56  -0.42
4 C -5.25 1.33 -2.52  -0.17
5 C -6.57 0.84 -1.74  -0.87
6 N -2.32 1.56 -2.67  -0.09
7 C -1.41 0.42 -2.98  0.37
8 C -0.79 0.74 -4.46  -0.92
9 C 0.15 -0.45 -4.99  -0.24
10 C -0.66 -1.81 -5.27  -0.49
11 C -0.02 -2.97 -4.37  -0.43
12 N -0.20 -4.34 -4.94  -0.15
13 C -1.61 -4.74 -5.06  0.44
14 C -2.14 -4.98 -6.57  -0.84
15 O -2.41 -4.92 -4.11  -0.60
16 C -0.13 0.45 -1.99  0.28
17 O 0.27 1.62 -1.63  -0.74
18 O 0.50 -0.72 -1.62  -0.94
19 H -4.82 -0.10 1.05  0.19
20 H -3.04 0.34 1.31  -0.05
21 H -3.58 -1.41 1.37  0.40
22 H -2.43 -1.04 -0.85  0.26
23 H -4.21 -1.35 -1.16  0.31
24 H -5.22 0.80 -3.53  0.12
25 H -5.41 2.45 -2.77  0.37
26 H -7.32 1.70 -1.62  0.26
27 H -7.08 0.06 -2.41  0.19
28 H -6.37 0.44 -0.69  0.21
29 H -2.77 1.79 -3.57  0.39
30 H -1.90 -0.60 -3.07  0.11
31 H -1.64 1.00 -5.20  0.31
32 H -0.12 1.67 -4.33  -0.08
33 H 0.63 -0.09 -5.97  0.20
34 H 1.00 -0.60 -4.22  0.11
35 H -1.78 -1.68 -5.06  0.34
36 H -0.52 -2.11 -6.37  0.26
37 H 1.11 -2.75 -4.31  0.25
38 H -0.44 -2.86 -3.31  0.21
39 H 0.36 -5.03 -4.42  0.52
40 H -3.26 -5.17 -6.61  0.27
41 H -1.52 -5.87 -6.97  0.28
42 H -1.81 -4.05 -7.17  0.19
43 C 2.25 3.14 -5.95  -0.55
44 C 1.28 2.58 -6.94  0.38
45 N 0.50 2.13 -7.70  -0.44
46 H 3.18 3.40 -6.46  0.36
47 H 1.83 4.03 -5.49  0.09
48 H 2.46 2.39 -5.18  0.27
49 C -1.25 3.13 1.54  -0.19
50 C -2.23 2.46 2.45  0.33
51 N -3.00 1.92 3.17  -0.55
52 H -0.25 3.08 1.97  0.32
53 H -1.25 2.63 0.57  -0.04
54 H -1.52 4.18 1.41  0.20
55 C -1.34 -1.03 5.62  -0.40
56 C -2.35 -1.62 4.68  0.32
57 N -3.14 -2.08 3.94  -0.47
58 H -0.42 -0.80 5.07  0.20
59 H -1.73 -0.11 6.06  0.32
60 H -1.11 -1.74 6.41  -0.05
61 C 3.10 -1.23 -0.24  -0.13
62 C 4.40 -1.25 -0.99  0.40
63 N 5.43 -1.27 -1.58  -0.58
64 H 2.26 -1.32 -0.93  -0.17
65 H 3.07 -2.07 0.47  0.38
66 H 3.01 -0.30 0.32  0.31
67 C -8.06 1.21 -5.78  -0.81
68 C -6.63 1.63 -5.63  0.50
69 N -5.50 1.96 -5.51  -0.45
70 H -8.71 2.06 -5.60  0.27
71 H -8.23 0.84 -6.79  0.30
72 H -8.29 0.42 -5.07  0.25
73 C 6.66 1.29 0.77  -0.56
74 C 6.19 2.24 1.82  0.38
75 N 5.82 3.00 2.65  -0.52
76 H 6.01 0.42 0.73  0.05
77 H 6.66 1.78 -0.21  0.27
78 H 7.68 0.96 1.00  0.28
79 C 0.14 -3.57 9.25  -0.37
80 C -0.13 -2.18 8.78  0.39
81 N -0.35 -1.08 8.40  -0.55
82 H 1.18 -3.83 9.07  0.04
83 H -0.06 -3.64 10.32  0.19
84 H -0.50 -4.28 8.72  0.29
85 C 3.83 -1.23 7.09  -0.75
86 C 2.82 -1.82 6.16  0.37
87 N 2.03 -2.28 5.42  -0.43
88 H 4.74 -0.99 6.55  0.32
89 H 3.43 -0.31 7.53  0.27
90 H 4.05 -1.93 7.89  0.24
91 C -0.35 5.44 -2.59  -0.56
92 C 0.93 5.39 -3.37  0.48
93 N 1.93 5.34 -3.98  -0.62
94 H -1.20 5.47 -3.28  0.33
95 H -0.44 4.55 -1.96  0.04
96 H -0.37 6.33 -1.96  0.32
97 C 3.34 -5.49 11.56  -0.77
98 C 2.74 -5.59 10.19  0.44
99 N 2.27 -5.67 9.11  -0.47
100 H 4.42 -5.61 11.50  0.29
101 H 3.11 -4.51 11.99  0.28
102 H 2.93 -6.27 12.20  0.28
103 C 7.08 5.88 3.45  -0.45
104 C 6.60 6.84 4.50  0.27
105 N 6.23 7.59 5.33  -0.40
106 H 6.42 5.01 3.42  0.14
107 H 7.07 6.37 2.47  0.25
108 H 8.09 5.55 3.68  0.26
109 C -0.44 0.31 -10.43  -0.41
110 C -0.53 -0.98 -11.19  0.27
111 N -0.60 -1.99 -11.78  -0.41
112 H -1.41 0.81 -10.42  0.27
113 H -0.14 0.12 -9.40  0.03
114 H 0.30 0.97 -10.89  0.26
115 C 1.91 7.30 0.10  -0.61
116 C 0.93 6.64 1.01  0.38
117 N 0.16 6.11 1.73  -0.43
118 H 2.91 7.25 0.53  0.29
119 H 1.91 6.80 -0.87  0.09
120 H 1.64 8.35 -0.04  0.27
121 C -3.32 -2.77 11.17  -0.69
122 C -2.23 -3.08 12.15  0.37
123 N -1.37 -3.32 12.92  -0.45
124 H -3.48 -1.69 11.11  0.26
125 H -3.04 -3.14 10.18  0.23
126 H -4.25 -3.25 11.48  0.30
127 C 3.28 -4.72 -1.86  -0.48
128 C 2.38 -5.42 -2.83  0.33
129 N 1.68 -5.97 -3.59  -0.60
130 H 4.20 -4.42 -2.36  0.30
131 H 2.78 -3.83 -1.47  -0.07
132 H 3.53 -5.38 -1.03  0.35